The following is a DFT calculation (ωB97M-V/def2-TZVPD) of a 2-piece molecular cluster, C3H7NSi overall.

Computed properties:
**E_HOMO (alpha / beta)**: -6.131 / -11.341 eV
**Lowest unoccupied orbital energy (alpha / beta)**: 0.860 / -1.147 eV
**Gap between HOMO and LUMO (alpha / beta)**: 6.99 / 10.19 eV
**Spin multiplicity**: 3

Last column: Löwdin spin population.
CARTESIAN COORDINATES (ANGSTROEM)
C1 -0.929 1.162 -0.542  0.12
C2 -0.828 0.097 0.529  0.81
C3 2.616 0.359 -0.207  0.01
N1 2.503 0.453 0.892  0.01
Si1 -0.610 -1.707 0.377  0.78
H1 -1.674 0.551 -1.102  0.04
H2 -0.162 1.499 -1.227  0.02
H3 -0.723 0.429 1.616  0.04
H4 2.357 0.499 -1.244  0.00
H5 -1.403 1.875 -0.114  0.00
H6 -1.301 -2.658 1.447  0.06
H7 0.153 -2.558 -0.424  0.10